# 1
Formula: C29H33N5O2PtSSi
Source: the Open Molecules 2025 dataset
Level of theory: wB97M-V/def2-TZVPD

2S+1: 3
Gap between HOMO and LUMO (alpha / beta) in eV: 7.77 / 7.33

Last column: Löwdin charge in e.
Geometry (Å):
Pt1 -1.679 -0.479 -0.261  1.14
C1 -2.350 1.022 -1.539  -0.42
Si1 -0.806 1.995 -1.764  0.56
C2 0.446 0.672 -2.294  -0.21
N1 0.392 -0.468 -1.334  -0.28
C3 1.381 -0.339 -0.219  -0.17
C4 2.541 -1.327 -0.337  -0.17
C5 2.992 -1.459 -1.788  -0.18
C6 1.846 -2.005 -2.661  -0.16
C7 0.487 -1.784 -1.989  -0.21
C8 -0.167 2.774 -0.187  -0.27
C9 1.116 3.332 -0.146  -0.12
C10 1.618 3.889 1.021  -0.09
C11 0.841 3.895 2.175  -0.09
C12 -0.433 3.349 2.155  -0.08
C13 -0.933 2.798 0.980  -0.10
C14 -0.876 3.327 -3.088  -0.24
C15 -1.029 2.982 -4.435  -0.10
C16 -1.138 3.952 -5.422  -0.09
C17 -1.101 5.297 -5.076  -0.10
C18 -0.956 5.663 -3.746  -0.09
C19 -0.843 4.686 -2.764  -0.09
H1 -2.696 0.633 -2.500  -0.01
H2 -3.166 1.596 -1.092  -0.01
H3 1.467 1.059 -2.379  0.09
H4 0.161 0.310 -3.287  0.09
H5 0.872 -0.481 0.733  0.08
H6 1.760 0.682 -0.233  0.11
H7 2.245 -2.304 0.056  0.12
H8 3.358 -0.971 0.292  0.12
H9 3.866 -2.107 -1.860  0.11
H10 3.302 -0.476 -2.152  0.11
H11 1.967 -3.077 -2.831  0.11
H12 1.860 -1.528 -3.642  0.10
H13 0.307 -2.540 -1.225  0.10
H14 -0.324 -1.861 -2.712  0.12
H15 1.732 3.337 -1.042  0.11
H16 2.613 4.318 1.032  0.10
H17 1.233 4.324 3.090  0.10
H18 -1.036 3.337 3.054  0.11
H19 -1.921 2.351 0.987  0.09
H20 -1.073 1.935 -4.723  0.10
H21 -1.255 3.661 -6.458  0.10
H22 -1.187 6.057 -5.843  0.10
H23 -0.930 6.710 -3.472  0.10
H24 -0.723 4.986 -1.728  0.10
N2 3.420 -2.819 5.692  0.10
C20 2.253 -2.444 5.044  -0.32
C21 2.186 -1.233 4.349  -0.03
C22 1.041 -0.882 3.659  -0.06
C23 -0.051 -1.742 3.659  -0.30
C24 -0.004 -2.945 4.352  -0.05
C25 1.140 -3.291 5.044  -0.03
S1 -1.472 -1.354 2.711  0.57
O1 -2.632 -1.905 3.352  -0.29
O2 -1.422 0.078 2.491  -0.37
N3 -1.175 -2.039 1.249  -0.21
C26 -2.023 -3.005 0.746  -0.50
N4 -2.399 -2.724 -0.523  0.02
C27 -3.282 -3.533 -1.098  -0.11
C28 -3.773 -4.646 -0.448  -0.05
C29 -3.267 -4.886 0.822  -0.11
N5 -2.390 -4.092 1.422  0.15
H25 4.068 -2.085 5.919  0.09
H26 3.338 -3.524 6.403  0.09
H27 3.039 -0.563 4.363  0.11
H28 0.971 0.067 3.140  0.11
H29 -0.871 -3.594 4.345  0.12
H30 1.182 -4.224 5.594  0.11
H31 -3.586 -3.278 -2.107  0.12
H32 -4.491 -5.304 -0.913  0.10
H33 -3.578 -5.760 1.385  0.11

# 2
Formula: C29H33N6O2RuS4
Source: the Open Molecules 2025 dataset
Level of theory: wB97M-V/def2-TZVPD

Total charge: +2
2S+1: 2
Gap between HOMO and LUMO (alpha / beta) in eV: 8.50 / 6.80
Relative energy (zero: lowest compared OMol25 entry of this formula, charge and spin) in kcal/mol: 17.1

Last column: Löwdin charge in e.
Geometry (Å):
Ru1 -0.787 1.281 0.255  0.67
C1 -0.021 1.679 -3.119  -0.58
C2 -0.949 2.732 -3.724  -0.51
S1 -2.608 2.802 -2.988  0.88
C3 -2.593 4.400 -2.155  -0.54
C4 -1.639 4.547 -0.986  -0.49
S2 -1.970 3.378 0.374  0.88
C5 -1.096 4.280 1.690  -0.48
C6 0.412 4.126 1.612  -0.47
S3 0.749 2.368 1.855  0.88
C7 2.577 2.286 2.024  -0.35
C8 3.518 2.009 0.850  -0.13
S4 0.470 2.034 -1.415  0.66
H1 0.911 1.671 -3.687  0.08
H2 -0.438 0.677 -3.184  0.04
H3 -1.077 2.517 -4.785  0.08
H4 -0.496 3.722 -3.655  0.08
H5 -3.622 4.553 -1.828  0.08
H6 -2.369 5.187 -2.877  0.09
H7 -1.784 5.534 -0.540  0.10
H8 -0.598 4.445 -1.289  0.04
H9 -1.481 3.894 2.634  0.08
H10 -1.392 5.325 1.612  0.10
H11 0.886 4.698 2.411  0.10
H12 0.803 4.457 0.649  0.08
H13 2.730 1.529 2.792  0.09
H14 2.833 3.241 2.485  0.09
H15 4.419 2.607 0.948  0.14
H16 3.050 2.199 -0.114  0.09
N1 -3.894 -0.142 2.657  0.15
C9 -3.255 0.389 3.755  -0.03
C10 -2.098 0.934 3.293  -0.10
N2 -2.028 0.741 1.935  -0.04
C11 -3.121 0.091 1.583  -0.25
C12 -3.274 -0.245 0.185  -0.25
N3 -2.369 0.207 -0.669  -0.02
C13 -2.670 -0.359 -1.880  -0.11
C14 -3.776 -1.139 -1.751  -0.02
N4 -4.150 -1.056 -0.433  0.15
H17 -4.789 -0.604 2.675  0.18
H18 -3.671 0.325 4.744  0.13
H19 -1.315 1.426 3.843  0.10
H20 -2.098 -0.180 -2.768  0.09
H21 -4.323 -1.725 -2.468  0.13
H22 -4.928 -1.539 -0.017  0.17
O1 4.046 0.635 0.831  0.08
C15 3.112 -0.250 0.634  -0.38
N5 3.304 -1.535 0.376  0.23
C16 1.978 -2.182 0.216  -0.22
C17 1.099 -0.938 0.442  -0.39
O2 -0.140 -0.847 0.361  -0.04
N6 1.851 0.130 0.663  0.10
C18 1.735 -2.657 -1.215  -0.16
C19 2.632 -2.402 -2.243  -0.02
C20 2.354 -2.840 -3.533  -0.06
C21 1.179 -3.524 -3.799  -0.07
C22 0.278 -3.773 -2.770  -0.06
C23 0.554 -3.344 -1.483  -0.02
C24 1.800 -3.289 1.242  -0.16
C25 0.867 -3.211 2.266  -0.02
C26 0.759 -4.251 3.183  -0.06
C27 1.579 -5.361 3.081  -0.06
C28 2.511 -5.441 2.053  -0.05
C29 2.615 -4.412 1.134  -0.02
H23 4.183 -2.022 0.450  0.18
H24 3.553 -1.868 -2.054  0.11
H25 3.066 -2.653 -4.326  0.11
H26 0.970 -3.874 -4.801  0.11
H27 -0.633 -4.322 -2.970  0.11
H28 -0.140 -3.557 -0.679  0.12
H29 0.218 -2.349 2.355  0.10
H30 0.031 -4.188 3.982  0.11
H31 1.494 -6.167 3.797  0.11
H32 3.148 -6.310 1.963  0.12
H33 3.320 -4.501 0.314  0.13

# 3
Formula: C29H33N6O3Se3TeW
Source: the Open Molecules 2025 dataset
Level of theory: wB97M-V/def2-TZVPD

Total charge: +3
Gap between HOMO and LUMO (alpha / beta) in eV: 5.28 / 5.28

Last column: Löwdin charge in e.
Geometry (Å):
W1 0.091 -0.204 0.367  1.24
C1 0.606 4.449 0.282  0.00
C2 0.174 3.186 0.681  -0.14
N1 0.168 2.107 -0.112  -0.06
C3 0.529 2.316 -1.423  -0.19
C4 0.960 3.576 -1.924  -0.12
C5 1.027 4.646 -1.014  0.07
C6 1.326 3.682 -3.280  0.03
C7 1.306 2.571 -4.082  -0.01
C8 0.902 1.325 -3.590  0.04
C9 0.473 1.186 -2.280  -0.24
N2 0.031 0.020 -1.638  -0.12
C10 -0.202 -1.131 -2.409  -0.22
C11 -0.766 -1.182 -3.671  0.00
C12 -0.768 -2.378 -4.399  -0.02
C13 -0.214 -3.522 -3.888  0.02
C14 0.307 -3.535 -2.577  -0.13
C15 0.930 -4.653 -1.986  0.06
C16 1.464 -4.535 -0.724  0.01
C17 1.338 -3.334 -0.031  -0.14
N3 0.727 -2.251 -0.527  -0.10
C18 0.256 -2.340 -1.815  -0.15
H1 0.614 5.249 1.003  0.13
H2 -0.190 3.044 1.698  0.10
H3 1.404 5.603 -1.345  0.14
H4 1.639 4.638 -3.669  0.14
H5 1.610 2.638 -5.115  0.13
H6 0.952 0.466 -4.238  0.12
H7 -1.166 -0.283 -4.109  0.12
H8 -1.174 -2.368 -5.398  0.13
H9 -0.142 -4.416 -4.484  0.13
H10 1.003 -5.579 -2.535  0.14
H11 1.980 -5.355 -0.254  0.13
H12 1.755 -3.257 0.970  0.09
Se1 -0.623 -2.021 2.196  0.38
Se2 1.310 -1.312 3.350  0.07
Te1 1.886 0.858 2.356  0.73
Se3 2.587 0.106 0.050  0.32
O1 -3.138 1.359 1.269  0.11
C19 -2.352 0.860 2.041  -0.56
O2 -1.077 0.708 1.784  -0.44
C20 -2.827 0.334 3.402  -0.19
N4 -4.254 0.712 3.603  0.10
C21 -4.420 0.957 5.063  -0.09
C22 -3.113 1.631 5.450  -0.12
C23 -2.058 0.882 4.624  -0.09
H13 -2.739 -0.758 3.373  0.11
H14 -4.907 0.001 3.256  0.20
H15 -4.424 1.571 3.054  0.19
H16 -4.526 -0.008 5.560  0.15
H17 -5.306 1.558 5.257  0.15
H18 -2.920 1.541 6.516  0.14
H19 -3.135 2.692 5.201  0.13
H20 -1.633 0.057 5.195  0.13
H21 -1.240 1.538 4.323  0.12
C24 -2.961 1.087 -1.665  -0.02
N5 -3.483 -0.264 -1.612  -0.05
C25 -4.714 -0.479 -2.371  -0.12
C26 -5.600 -1.472 -1.640  -0.12
C27 -4.786 -2.729 -1.405  -0.13
N6 -3.538 -2.405 -0.720  -0.05
C28 -2.979 -3.523 0.011  -0.01
C29 -2.959 -1.209 -0.824  -0.37
O3 -1.869 -0.950 -0.140  -0.27
H22 -3.702 1.779 -1.258  0.11
H23 -2.745 1.368 -2.698  0.11
H24 -2.048 1.167 -1.058  0.05
H25 -4.468 -0.849 -3.371  0.14
H26 -5.215 0.484 -2.476  0.14
H27 -6.485 -1.703 -2.230  0.14
H28 -5.919 -1.045 -0.688  0.13
H29 -4.561 -3.229 -2.351  0.14
H30 -5.335 -3.431 -0.776  0.13
H31 -3.742 -3.940 0.672  0.11
H32 -2.126 -3.222 0.619  -0.01
H33 -2.662 -4.305 -0.682  0.11